(1)
DFT (ωB97M-V/def2-TZVPD) results for a single C2H4N2S2 molecule at a distorted geometry.

XYZ file:
```
10
Properties=species:S:1:pos:R:3:mulliken_charge:R:1
C 0.992 1.194 -0.087 0.024
C 0.006 0.195 0.545 -0.548
N 2.211 1.052 -0.326 -0.306
N -0.068 -1.890 -0.867 -0.503
S 3.124 -0.221 0.042 -0.104
S 0.565 -1.521 0.494 0.200
H 0.548 2.012 -0.655 0.340
H -0.275 0.422 1.495 0.405
H -0.885 0.215 -0.200 0.236
H 0.223 -2.780 -1.147 0.255
```

Results
HOMO level (alpha / beta) = -8.55 / -8.30 eV
frontier orbital gap (alpha / beta) = 7.973 / 7.182 eV
energy above the lowest of the compared OMol25 structures with the same formula, charge and spin = 367.5 kJ/mol
net charge = 0

---

(2)
DFT (ωB97M-V/def2-TZVPD) results for 2 unconnected molecules or ions with the total composition C3H9BrN at a distorted geometry.

XYZ file:
```
14
Properties=species:S:1:pos:R:3:mulliken_charge:R:1
C -0.418 1.500 1.469 -0.653
C -0.484 -0.371 -1.544 -0.716
C 0.997 -0.283 0.461 -0.566
N -0.006 -1.034 -0.332 -0.154
Br 2.222 -1.324 1.455 -0.038
H -0.661 1.955 0.476 0.298
H 0.551 1.854 1.905 0.308
H -1.203 0.989 2.082 0.326
H -0.677 0.687 -1.303 0.258
H 0.361 -0.672 -2.242 0.351
H -1.497 -0.591 -1.914 0.315
H 1.313 0.525 -0.232 0.506
H 0.359 -1.966 -0.589 0.380
H -0.859 -1.270 0.310 0.385
```

Results
HOMO level (alpha / beta) = -13.35 / -13.26 eV
frontier orbital gap (alpha / beta) = 8.830 / 8.325 eV
energy above the lowest of the compared OMol25 structures with the same formula, charge and spin = 433.2 kJ/mol
net charge = +1

---

(3)
DFT (ωB97M-V/def2-TZVPD) results for 2 unconnected molecules or ions with the total composition C6H12O at a distorted geometry.

XYZ file:
```
19
Properties=species:S:1:pos:R:3:mulliken_charge:R:1
C -0.512 -1.605 1.130 -1.137
C -0.287 -0.113 1.024 0.881
C -0.384 0.615 -0.099 -0.493
C -0.459 -0.032 -1.447 -0.068
C -0.983 0.648 -2.470 -0.860
C -0.381 0.625 2.346 -1.343
H -1.514 -1.968 1.323 0.286
H 0.164 -1.878 1.952 0.316
H -0.110 -2.030 0.208 0.353
H -0.364 1.695 -0.157 0.281
H 0.093 -0.955 -1.566 0.307
H -1.272 1.661 -2.198 0.212
H -1.054 0.311 -3.492 0.299
H 0.550 0.387 2.894 0.314
H -1.137 0.212 3.014 0.329
H -0.421 1.702 2.216 0.340
H 2.711 0.668 -0.877 0.317
H 2.466 0.125 -2.320 0.322
O 2.896 -0.069 -1.482 -0.656
```

Results
HOMO level = -8.58 eV
frontier orbital gap = 9.447 eV
energy above the lowest of the compared OMol25 structures with the same formula, charge and spin = 167.8 kJ/mol
net charge = 0
SMILES = C=CC=C(C)C.O

---

(4)
DFT (ωB97M-V/def2-TZVPD) results for 26 unconnected molecules or ions with the total composition C4H59N3O30P at a distorted geometry.

XYZ file:
```
97
Properties=species:S:1:pos:R:3:mulliken_charge:R:1
N -3.483 -0.389 -1.759 -0.231
C -2.145 -0.352 -1.420 -0.872
N -1.162 -0.087 -2.340 0.915
C 0.006 -0.081 -1.755 -0.851
N -0.198 -0.312 -0.463 1.079
P 1.049 -0.330 0.675 0.677
O 0.725 -1.111 1.860 -0.717
O 1.246 1.181 1.087 -0.060
O 2.359 -0.818 0.001 -0.395
C -1.565 -0.514 -0.198 -0.717
C -2.200 -0.801 1.122 0.042
O -3.459 -1.389 0.929 -0.233
O -4.402 -0.479 1.524 -0.367
H -3.570 0.270 -2.528 0.242
H -3.970 0.075 -1.007 0.185
H -1.282 0.095 -3.344 0.482
H 0.941 0.086 -2.245 1.052
H 0.516 1.734 0.772 0.220
H 3.116 -0.321 0.382 0.212
H -1.609 -1.476 1.725 0.282
H -2.299 0.128 1.673 0.292
H -5.149 -0.474 0.913 0.280
O 3.954 0.923 1.723 -0.481
H 3.080 1.008 2.123 0.186
H 4.558 1.218 2.416 0.218
O -4.579 -2.484 -3.937 -0.687
H -5.525 -2.480 -4.108 0.307
H -4.481 -2.125 -3.047 0.297
O 0.449 1.607 3.634 -0.613
H 0.529 0.839 3.057 0.220
H 0.579 1.260 4.525 0.311
O 1.951 -1.276 4.666 -0.657
H 1.417 -1.526 3.901 0.371
H 2.584 -0.640 4.320 0.281
O -1.767 -2.762 -4.269 -0.597
H -2.739 -2.789 -4.293 0.439
H -1.562 -2.425 -3.394 0.197
O 4.113 2.821 -0.441 -0.751
H 3.858 3.679 -0.081 0.323
H 4.527 2.355 0.298 0.304
O 5.624 -1.546 1.842 -0.634
H 4.687 -1.605 1.639 0.292
H 5.877 -2.455 2.045 0.324
O -3.926 2.256 -2.113 -0.632
H -3.949 2.806 -1.312 0.333
H -3.235 2.632 -2.669 0.342
O 6.825 4.118 -0.531 -0.621
H 5.880 3.922 -0.485 0.389
H 7.266 3.282 -0.355 0.293
O 2.677 3.711 3.035 -0.623
H 2.889 3.713 3.973 0.309
H 1.998 3.034 2.938 0.321
O 4.925 0.105 -1.981 -0.667
H 4.668 0.989 -1.660 0.364
H 5.488 -0.237 -1.277 0.283
O -2.512 1.580 -4.564 -0.512
H -3.148 1.405 -5.266 0.263
H -1.915 2.234 -4.945 0.270
O 2.405 0.168 -3.817 -0.827
H 3.164 0.130 -3.214 0.227
H 2.439 1.051 -4.202 0.339
O 2.325 -1.816 -5.842 -0.550
H 3.049 -1.767 -6.472 0.312
H 2.486 -1.071 -5.224 0.386
O -3.837 -0.752 4.596 -0.635
H -2.883 -0.844 4.657 0.298
H -4.001 -0.449 3.698 0.322
O -0.984 -3.743 -0.413 -0.606
H -0.680 -4.134 0.415 0.333
H -0.572 -2.877 -0.431 0.227
O -4.515 1.951 3.554 -0.571
H -4.370 2.039 4.502 0.320
H -5.191 1.273 3.493 0.245
O 3.083 -3.032 6.946 -0.600
H 4.036 -3.137 7.015 0.310
H 2.935 -2.591 6.102 0.324
O -3.783 -5.075 0.854 -0.635
H -3.689 -4.504 1.622 0.315
H -3.200 -4.690 0.192 0.318
O -5.842 3.288 5.707 -0.534
H -6.803 3.336 5.720 0.284
H -5.568 3.833 6.451 0.285
O 0.099 -0.281 -4.732 -0.631
H 1.053 -0.194 -4.863 0.343
H -0.116 -1.164 -5.066 0.275
O 8.406 -1.502 0.539 -0.609
H 7.535 -1.475 0.947 0.335
H 9.011 -1.190 1.218 0.323
O -2.091 2.592 0.775 -0.692
H -2.080 2.442 1.730 0.334
H -1.921 1.734 0.376 0.220
O 0.171 -3.927 -6.753 -0.633
H -0.539 -3.985 -6.111 0.312
H 0.839 -3.349 -6.355 0.315
O -4.796 3.864 0.122 -0.641
H -5.719 4.097 0.266 0.284
H -4.386 3.973 0.986 0.292
```

Results
HOMO level = -12.36 eV
frontier orbital gap = 8.912 eV
net charge = +1

---

(5)
DFT (ωB97M-V/def2-TZVPD) results for 2 unconnected molecules or ions with the total composition C3H2NO2S at a distorted geometry.

XYZ file:
```
9
Properties=species:S:1:pos:R:3:mulliken_charge:R:1
C -1.004 2.017 0.163 0.337
C 0.652 -1.809 0.112 -0.197
C 1.412 -0.907 -0.245 -0.457
N -1.974 2.392 0.571 -0.421
O 1.788 1.602 -0.824 -0.679
O 3.709 0.517 0.025 -0.633
S 2.271 0.686 0.214 0.584
H 0.066 -2.603 -0.005 0.403
H -0.050 1.679 -0.209 0.063
```

Results
HOMO level = -4.32 eV
frontier orbital gap = 8.233 eV
energy above the lowest of the compared OMol25 structures with the same formula, charge and spin = 329.0 kJ/mol
net charge = -1

---

(6)
DFT (ωB97M-V/def2-TZVPD) results for a molecular structure, C15H28BeCaCl3F7N2O8P2S2 at a distorted geometry.

XYZ file:
```
69
Properties=species:S:1:pos:R:3:mulliken_charge:R:1
C -0.859 -0.955 -0.902 -0.679
C 0.382 -0.236 -1.326 0.499
O 1.054 -0.716 -2.235 -0.593
N 0.835 0.928 -0.714 0.304
C 1.044 2.031 -1.689 -0.664
P -0.020 1.319 0.761 -0.125
C 1.296 1.832 1.852 -0.490
P -1.208 3.112 0.504 0.307
C -2.925 2.762 1.012 -1.017
C -0.549 4.491 1.482 -0.757
H -1.649 -0.305 -0.553 0.275
H -0.618 -1.731 -0.181 0.360
H -1.228 -1.466 -1.786 0.072
H 1.974 1.859 -2.219 -0.125
H 0.215 2.151 -2.376 0.363
H 1.211 2.940 -1.124 0.318
H 1.889 0.959 2.110 0.360
H 1.953 2.495 1.289 -0.299
H 0.909 2.267 2.789 0.508
H -3.594 3.309 0.358 0.356
H -3.115 3.061 2.039 0.368
H -3.077 1.694 0.895 0.309
H -0.737 5.406 0.926 0.413
H 0.528 4.414 1.598 -0.010
H -0.993 4.567 2.470 0.380
Be 2.320 -2.341 -3.013 0.319
O 4.436 0.871 -3.347 -0.618
H 3.536 0.807 -3.011 0.305
H 4.883 0.107 -2.968 0.318
C -7.539 -4.660 -2.182 0.716
F -8.786 -4.419 -1.812 -0.212
F -6.888 -5.197 -1.064 -0.173
F -7.563 -5.616 -3.067 -0.194
S -6.679 -3.138 -2.744 0.956
O -6.715 -2.255 -1.567 -0.715
O -7.447 -2.764 -3.876 -0.608
N -5.297 -3.800 -2.983 -0.184
S -4.067 -2.901 -3.516 0.936
O -3.591 -1.960 -2.543 -0.574
O -4.202 -2.449 -4.857 -0.612
C -2.811 -4.246 -3.546 0.684
F -3.176 -5.215 -4.371 -0.223
F -2.659 -4.767 -2.323 -0.233
F -1.650 -3.745 -3.945 -0.198
F 0.976 1.892 4.605 -0.715
Ca -6.434 -3.994 0.400 1.384
Cl -7.214 -6.608 1.166 -0.667
C 4.243 4.773 1.403 -0.277
Cl 4.168 3.419 0.260 -0.139
Cl 3.281 4.452 2.844 -0.115
H 5.277 4.920 1.692 0.239
H 3.862 5.660 0.913 0.300
O -9.270 -7.841 -0.576 -0.577
H -9.784 -7.524 -1.326 0.274
H -9.114 -8.769 -0.790 0.295
C 7.970 2.978 2.263 -0.234
C 9.269 2.493 2.194 -0.434
C 10.198 2.857 3.158 -0.418
C 9.827 3.699 4.196 -0.318
C 8.529 4.182 4.268 -0.625
C 7.602 3.825 3.299 0.042
H 7.246 2.695 1.509 0.326
H 9.556 1.831 1.388 0.359
H 11.212 2.483 3.100 0.354
H 10.551 3.979 4.951 0.358
H 8.239 4.839 5.078 0.362
H 6.591 4.207 3.353 0.245
O -7.481 -9.779 1.407 -0.448
H -8.124 -9.169 1.001 0.303
```

Results
HOMO level = -7.34 eV
frontier orbital gap = 1.064 eV
energy above the lowest of the compared OMol25 structures with the same formula, charge and spin = 0.0 kJ/mol
net charge = 0

---

no.,total energy (eV)
1,-26786.2055
2,-74778.5211
3,-8462.6147
4,-80285.1137
5,-19561.7959
6,-151034.1358